Record 1
Molecular formula: C4H10N2O
Method: DFT, ωB97M-V/def2-TZVPD

```
17
C4H10N2O | the Open Molecules 2025 dataset | ωB97M-V/def2-TZVPD
C 1.418 1.914 -0.038
N 1.426 0.440 -0.093
C 0.316 -0.159 -0.054
C 0.398 -1.728 0.003
O 1.742 -2.077 -0.056
N -0.905 0.399 -0.005
C -2.226 -0.251 -0.061
H 2.460 2.194 -0.166
H 0.836 2.469 -0.766
H 1.120 2.181 1.054
H -0.105 -2.181 -0.895
H -0.138 -2.116 0.888
H 2.262 -1.196 0.272
H -0.995 1.451 -0.007
H -2.356 -0.888 0.889
H -2.295 -1.008 -1.001
H -2.959 0.554 0.036
```

Calculated total energy (Eh): -343.11004
Gap between HOMO and LUMO (eV): 9.67
Energy above the lowest of the compared OMol25 structures with the same formula, charge and spin (kcal/mol): 57.4
Net charge: 0
SMILES: C/N=C(/CO)NC

Record 2
Molecular formula: C4H10N2O
Method: DFT, ωB97M-V/def2-TZVPD

```
17
C4H10N2O | the Open Molecules 2025 dataset | ωB97M-V/def2-TZVPD
C 2.930 -0.361 -0.463
N 1.904 0.320 -0.787
C 0.495 -0.445 -0.605
N 0.108 -0.045 0.693
C -0.241 1.351 0.866
O -1.208 -0.994 0.752
C -2.354 -0.588 0.027
H 3.931 0.040 -0.682
H 2.893 -1.367 -0.016
H 0.697 -1.516 -0.674
H -0.115 -0.064 -1.427
H -0.907 1.453 1.730
H 0.663 1.928 1.080
H -0.731 1.794 -0.007
H -3.176 -1.271 0.276
H -2.690 0.421 0.294
H -2.201 -0.653 -1.057
```

Calculated total energy (Eh): -343.01382
Gap between HOMO and LUMO (eV): 10.50
Energy above the lowest of the compared OMol25 structures with the same formula, charge and spin (kcal/mol): 117.7
Net charge: 0
SMILES: C=NCN(C)OC

Record 3
Molecular formula: C4H10N2O
Method: DFT, ωB97M-V/def2-TZVPD

```
17
C4H10N2O | the Open Molecules 2025 dataset | ωB97M-V/def2-TZVPD
N -1.489 1.937 -0.319
C -1.358 0.589 -0.221
C 0.120 0.196 -0.085
N 0.529 0.615 1.265
C 0.295 -1.326 -0.196
C 1.766 -1.635 -0.518
O 2.456 -2.438 0.140
H -0.964 2.536 0.316
H -2.437 2.353 -0.593
H -1.907 -0.159 -0.802
H -1.786 0.305 0.823
H 0.604 0.738 -1.010
H 1.404 1.129 1.140
H 0.592 -0.134 1.854
H -0.274 -1.709 -1.198
H 0.273 -2.029 0.708
H 2.175 -0.969 -1.305
```

Calculated total energy (Eh): -343.07910
Gap between HOMO and LUMO (eV): 9.50
Energy above the lowest of the compared OMol25 structures with the same formula, charge and spin (kcal/mol): 76.8
Net charge: 0
SMILES: NC[C@@H](N)CC=O

Record 4
Molecular formula: C4H10N2O
Method: DFT, ωB97M-V/def2-TZVPD

```
17
C4H10N2O | the Open Molecules 2025 dataset | ωB97M-V/def2-TZVPD
C -1.526 0.124 -0.700
C -0.193 0.167 -0.599
C 0.603 1.481 -0.740
N 0.639 -0.943 -0.606
N 0.113 -2.251 -0.623
H -2.098 1.023 -0.869
H -2.118 -0.748 -0.488
H -0.066 2.320 -0.927
H 1.313 1.392 -1.570
H 1.175 1.692 0.170
H 1.469 -0.869 -1.178
H -0.652 -2.326 -1.296
H -0.272 -2.438 0.299
C 0.409 0.344 2.293
O -0.585 -0.154 1.826
H 1.398 -0.131 2.205
H 0.390 1.318 2.804
```

Calculated total energy (Eh): -343.06404
Gap between HOMO and LUMO (eV): 8.87
Energy above the lowest of the compared OMol25 structures with the same formula, charge and spin (kcal/mol): 86.2
Net charge: 0
SMILES: C=C(C)NN.C=O

Record 5
Molecular formula: C4H10N2O
Method: DFT, ωB97M-V/def2-TZVPD

```
17
C4H10N2O | the Open Molecules 2025 dataset | ωB97M-V/def2-TZVPD
N 1.412 -0.071 -2.058
C 0.602 -1.022 -1.460
C -0.698 -0.451 -0.744
C -0.230 0.607 0.342
C 0.142 0.119 1.813
N -0.931 0.478 2.658
O 1.298 0.023 2.166
H 1.887 0.573 -1.385
H 0.820 0.425 -2.721
H 1.094 -1.773 -0.775
H 0.083 -1.548 -2.234
H -1.250 -1.399 -0.388
H -1.225 0.069 -1.445
H -0.962 1.367 0.519
H 0.707 1.109 -0.083
H -0.884 1.027 3.541
H -1.864 0.467 2.256
```

Calculated total energy (Eh): -343.12073
Gap between HOMO and LUMO (eV): 9.75
Energy above the lowest of the compared OMol25 structures with the same formula, charge and spin (kcal/mol): 50.7
Net charge: 0
SMILES: NCCCC(N)=O

Record 6
Molecular formula: C4H10N2O
Method: DFT, ωB97M-V/def2-TZVPD

```
17
C4H10N2O | the Open Molecules 2025 dataset | ωB97M-V/def2-TZVPD
C -2.047 0.141 -0.256
C 0.536 -1.363 -0.638
C 1.610 2.163 -0.006
C 0.766 1.000 -0.365
N 0.408 -2.260 0.447
O -1.976 0.140 1.149
N 1.111 -0.175 -0.467
H -1.920 -0.777 1.445
H 0.367 -1.773 1.337
H 1.087 -3.010 0.458
H -1.976 1.176 -0.568
H -3.010 -0.229 -0.623
H 0.794 -1.868 -1.563
H -1.127 -0.603 -0.611
H 2.658 1.910 0.186
H 1.550 2.903 -0.805
H 1.172 2.626 0.879
```

Calculated total energy (Eh): -343.00940
Gap between HOMO and LUMO (alpha / beta) (eV): 7.42 / 7.42
Energy above the lowest of the compared OMol25 structures with the same formula, charge and spin (kcal/mol): 120.5
Net charge: 0

Record 7
Molecular formula: C4H10N2O
Method: DFT, ωB97M-V/def2-TZVPD

```
17
C4H10N2O | the Open Molecules 2025 dataset | ωB97M-V/def2-TZVPD
C -1.000 -1.989 -1.598
N -1.517 -1.050 -0.582
C -1.306 0.356 -0.876
C -0.468 1.041 0.207
N 0.756 0.235 0.355
C 1.911 0.565 1.005
O 1.997 1.302 1.953
H 0.035 -1.846 -1.869
H -1.050 -2.971 -1.138
H -1.478 -1.759 -2.557
H -2.471 -1.344 -0.446
H -0.853 0.453 -1.870
H -2.260 0.877 -1.007
H -1.029 0.931 1.130
H -0.110 1.990 -0.182
H 0.690 -0.706 0.017
H 2.794 0.207 0.441
```

Calculated total energy (Eh): -343.12448
Gap between HOMO and LUMO (eV): 9.96
Energy above the lowest of the compared OMol25 structures with the same formula, charge and spin (kcal/mol): 48.3
Net charge: 0
SMILES: CNCCNC=O

Record 8
Molecular formula: C4H10N2O
Method: DFT, ωB97M-V/def2-TZVPD

```
17
C4H10N2O | the Open Molecules 2025 dataset | ωB97M-V/def2-TZVPD
C 0.475 2.267 -1.427
C 0.612 0.751 -1.626
N -0.466 0.009 -1.021
C -0.595 -0.452 0.255
O -1.651 -0.924 0.639
C 0.599 -0.382 1.201
N 0.701 -1.529 2.075
H -0.533 2.557 -1.752
H 1.230 2.779 -2.029
H 0.530 2.471 -0.365
H 0.604 0.547 -2.698
H 1.582 0.461 -1.217
H -1.334 -0.080 -1.531
H 0.470 0.514 1.808
H 1.529 -0.204 0.656
H -0.228 -1.704 2.449
H 0.908 -2.357 1.519
```

Calculated total energy (Eh): -343.17155
Gap between HOMO and LUMO (eV): 10.28
Energy above the lowest of the compared OMol25 structures with the same formula, charge and spin (kcal/mol): 18.8
Net charge: 0
SMILES: CCNC(=O)CN

Record 9
Molecular formula: C4H10N2O
Method: DFT, ωB97M-V/def2-TZVPD

```
17
C4H10N2O | the Open Molecules 2025 dataset | ωB97M-V/def2-TZVPD
C 1.675 1.336 -1.309
C 1.307 0.065 -0.512
C -0.091 -0.387 -0.873
O -0.574 -0.579 -1.964
N -0.824 -0.792 0.268
C -1.120 0.145 1.367
N -0.422 -0.211 2.583
H 1.240 1.233 -2.308
H 2.741 1.443 -1.469
H 1.241 2.231 -0.869
H 1.339 0.275 0.560
H 2.032 -0.748 -0.556
H -1.580 -1.394 -0.021
H -2.202 0.109 1.443
H -0.788 1.129 1.045
H -1.043 -0.562 3.304
H 0.178 0.451 3.031
```

Calculated total energy (Eh): -343.15390
Gap between HOMO and LUMO (eV): 10.21
Energy above the lowest of the compared OMol25 structures with the same formula, charge and spin (kcal/mol): 29.8
Net charge: 0
SMILES: CCC(=O)NCN

Record 10
Molecular formula: C4H10N2O
Method: DFT, ωB97M-V/def2-TZVPD

```
17
C4H10N2O | the Open Molecules 2025 dataset | ωB97M-V/def2-TZVPD
C 0.188 -1.779 0.040
N 0.115 -0.636 0.940
C 0.432 0.623 0.420
C 1.570 0.817 -0.553
C -1.166 1.002 -0.429
N -2.282 0.510 0.163
O -1.213 1.746 -1.389
H -0.618 -2.470 0.299
H 0.082 -1.566 -1.026
H 1.148 -2.283 0.180
H 1.090 -0.699 1.740
H 0.455 1.370 1.217
H 1.625 0.041 -1.318
H 2.520 0.866 -0.013
H 1.433 1.765 -1.084
H -2.180 -0.134 0.934
H -3.200 0.828 -0.121
```

Calculated total energy (Eh): -343.10711
Gap between HOMO and LUMO (eV): 9.34
Energy above the lowest of the compared OMol25 structures with the same formula, charge and spin (kcal/mol): 59.2
Net charge: 0
SMILES: CN[C@@H](C)C(N)=O

Record 11
Molecular formula: C4H10N2O
Method: DFT, ωB97M-V/def2-TZVPD

```
17
C4H10N2O | the Open Molecules 2025 dataset | ωB97M-V/def2-TZVPD
C -0.096 -0.941 -1.480
C -0.419 0.651 1.904
C 0.780 -1.707 -0.538
N -0.588 0.747 -0.544
C -0.077 1.336 0.623
O -1.493 -0.366 -0.470
N 0.705 2.343 0.596
H -0.833 1.410 -1.275
H 0.811 2.736 -0.340
H -0.797 -1.548 -2.042
H 0.482 -0.349 -2.194
H -0.408 1.375 2.714
H 0.285 -0.152 2.123
H -1.402 0.181 1.893
H 1.404 -2.377 -1.139
H 0.195 -2.297 0.162
H 1.452 -1.042 0.006
```

Calculated total energy (Eh): -342.98921
Gap between HOMO and LUMO (eV): 9.03
Energy above the lowest of the compared OMol25 structures with the same formula, charge and spin (kcal/mol): 133.2
Net charge: 0

Record 12
Molecular formula: C4H10N2O
Method: DFT, ωB97M-V/def2-TZVPD

```
17
C4H10N2O | the Open Molecules 2025 dataset | ωB97M-V/def2-TZVPD
H -0.844 -0.384 -0.938
N -1.715 0.040 -0.444
C -1.429 0.400 0.696
C -2.191 1.178 1.696
H -0.149 0.317 0.877
H -3.177 1.437 1.306
H -2.294 0.600 2.615
H -1.643 2.087 1.947
N 1.927 -0.979 -1.967
C 1.004 -1.254 -0.912
C 1.263 0.161 0.264
O 2.158 0.063 1.067
H 2.840 -0.701 -1.627
H 1.587 -0.290 -2.627
H 1.399 -2.033 -0.261
H 0.110 -1.721 -1.329
H 1.154 1.077 -0.361
```

Calculated total energy (Eh): -343.02069
Gap between HOMO and LUMO (eV): 9.03
Energy above the lowest of the compared OMol25 structures with the same formula, charge and spin (kcal/mol): 113.4
Net charge: 0
SMILES: [H]/N=C/C.NCC=O

Record 13
Molecular formula: C4H10N2O
Method: DFT, ωB97M-V/def2-TZVPD

```
17
C4H10N2O | the Open Molecules 2025 dataset | ωB97M-V/def2-TZVPD
H 3.411 -0.786 0.058
N 2.566 -0.248 -0.068
C 1.515 -0.968 0.025
N 0.265 -0.407 0.149
C -0.888 -1.255 -0.035
C -2.116 -0.743 -0.058
C -2.259 0.791 0.036
H 1.510 -2.062 0.015
H 0.261 0.583 -0.241
H -0.658 -2.307 -0.050
H -2.996 -1.348 -0.284
H -1.329 1.230 -0.419
H -3.185 1.135 -0.491
H -2.433 0.981 1.127
O 0.698 2.032 -0.018
H 1.326 2.231 -0.687
H 1.186 1.722 0.737
```

Calculated total energy (Eh): -343.11332
Gap between HOMO and LUMO (eV): 9.13
Energy above the lowest of the compared OMol25 structures with the same formula, charge and spin (kcal/mol): 55.3
Net charge: 0
SMILES: [H]/N=C/N/C=C\C.O

Record 14
Molecular formula: C4H10N2O
Method: DFT, ωB97M-V/def2-TZVPD

```
17
C4H10N2O | the Open Molecules 2025 dataset | ωB97M-V/def2-TZVPD
C 1.266 -1.536 -0.322
C 0.289 -0.528 0.338
C -0.870 0.143 -0.519
C -1.786 0.882 0.465
N -1.250 1.866 1.357
O -3.016 0.618 0.464
N 2.077 -0.779 -1.270
H 0.792 -2.413 -0.780
H 1.941 -1.853 0.544
H -0.270 -1.095 1.153
H 0.801 0.357 0.706
H -0.538 0.772 -1.413
H -1.491 -0.571 -1.117
H -1.971 2.383 1.774
H -0.297 2.079 1.217
H 2.922 -0.271 -1.001
H 1.399 -0.055 -1.596
```

Calculated total energy (Eh): -342.79486
Gap between HOMO and LUMO (alpha / beta) (eV): 9.68 / 4.10
Energy above the lowest of the compared OMol25 structures with the same formula, charge and spin (kcal/mol): 46.2
Net charge: +1
Spin multiplicity: 2

Record 15
Molecular formula: C4H10N2O
Method: DFT, ωB97M-V/def2-TZVPD

```
17
C4H10N2O | the Open Molecules 2025 dataset | ωB97M-V/def2-TZVPD
C -0.981 0.854 2.042
N -0.291 -0.130 1.206
C -0.003 1.143 -0.894
C -0.398 -0.192 -0.264
C 0.614 -1.347 -0.575
N 1.323 -1.181 -1.816
O 0.891 -2.187 0.223
H -0.592 0.764 3.040
H -1.982 0.398 2.150
H -0.970 1.865 1.611
H -0.163 -1.143 1.418
H -0.389 2.034 -0.450
H 1.072 1.110 -0.997
H -0.353 0.987 -1.909
H -1.386 -0.461 -0.556
H 1.611 -2.060 -2.221
H 1.997 -0.454 -2.010
```

Calculated total energy (Eh): -342.83017
Gap between HOMO and LUMO (alpha / beta) (eV): 11.39 / 6.92
Energy above the lowest of the compared OMol25 structures with the same formula, charge and spin (kcal/mol): 24.1
Net charge: +1
Spin multiplicity: 2